Entry 1:
Here is a structure of composition C51H52Cl3GeMnN6O2SSi from the OMol25 dataset. Energies are from the ωB97M-V functional and the def2-TZVPD basis.

Geometry as XYZ:
```
118
Properties=species:S:1:pos:R:3:forces:R:3
Mn -0.252456 0.293154 -0.623676 0.87 1.57 0.52
Cl 2.170507 -2.087867 4.827832 -0.01 0.01 -0.08
Si 1.758157 -1.427112 2.959488 0.25 -0.01 -0.01
Cl 2.847600 -2.451674 1.590628 -0.12 -0.09 0.11
Cl 2.223573 0.523957 2.704575 0.10 -0.04 0.08
C -1.792405 3.702929 -3.645777 -0.01 -0.01 -0.03
C -1.254330 4.101668 -2.435372 0.02 -0.03 0.04
C -0.778621 3.141230 -1.563427 0.07 0.04 -0.02
N -0.804350 1.832604 -1.840699 -0.18 -0.16 -0.09
C -1.317568 1.455044 -3.023067 0.01 -0.03 0.04
C -1.819065 2.349582 -3.945326 0.01 0.00 0.01
H -2.182469 4.431301 -4.343378 0.00 0.00 -0.01
H -1.200637 5.143421 -2.153684 -0.02 0.01 0.00
H -0.347344 3.430258 -0.615131 0.00 0.00 0.00
H -1.329966 0.392600 -3.231161 -0.04 -0.01 0.02
H -2.228362 1.982394 -4.874952 0.01 0.01 -0.02
C -2.746460 -3.984482 4.665351 0.00 0.06 0.00
N -1.891677 -2.831858 4.359622 -0.07 0.12 0.07
C -2.370102 -1.558591 4.904195 -0.01 -0.03 0.05
C -0.857973 -2.938216 3.548318 0.03 -0.13 0.09
S -0.364397 -1.493076 2.665299 -0.31 -0.09 -0.17
N -0.264059 -4.119367 3.377999 0.15 0.00 -0.13
C 0.211351 -4.601515 2.079815 0.04 0.08 0.02
C -0.068067 -5.045632 4.494700 -0.02 -0.05 -0.03
H -3.778608 -3.641426 4.628381 -0.01 -0.01 0.00
H -2.542473 -4.375980 5.661136 -0.04 -0.02 -0.01
H -2.599917 -4.761824 3.920273 -0.03 0.01 0.04
H -2.655332 -1.721792 5.942024 -0.02 0.01 0.00
H -3.239923 -1.217835 4.341890 0.01 0.02 0.01
H -1.587470 -0.811460 4.865534 0.03 0.11 0.01
H 0.091139 -3.832760 1.320518 0.03 0.01 -0.02
H -0.381479 -5.473768 1.798877 0.00 -0.01 0.00
H 1.256433 -4.895274 2.150336 0.04 0.01 -0.02
H -0.329966 -4.565532 5.432866 0.05 -0.01 -0.02
H 0.990521 -5.304725 4.522074 0.00 -0.02 -0.01
H -0.651502 -5.957857 4.367505 0.00 0.00 0.02
N 5.874217 -0.470566 -4.190780 0.14 0.11 -0.10
C 6.861921 0.028236 -5.020008 -0.03 -0.22 0.05
C 7.885399 -0.592032 -5.736464 -0.04 0.07 0.03
C 8.699280 0.238122 -6.473632 0.01 0.07 -0.02
C 8.512753 1.636586 -6.497957 0.01 -0.09 0.01
C 7.502686 2.237349 -5.785656 -0.01 0.00 0.02
C 6.660874 1.410771 -5.035018 -0.14 0.21 0.10
N 5.579047 1.745990 -4.235005 0.20 -0.12 -0.13
C 5.151816 0.609869 -3.759553 -0.27 -0.05 0.23
C 3.990025 0.512949 -2.869775 0.22 0.04 -0.18
C 3.502490 -0.686286 -2.365207 -0.05 -0.02 0.10
C 2.357540 -0.684866 -1.591100 0.06 0.01 0.08
N 1.678081 0.432532 -1.294981 -0.15 -0.07 -0.28
C 2.189182 1.598735 -1.737481 0.11 -0.02 0.09
C 3.321977 1.683791 -2.508944 -0.06 -0.02 0.10
H 5.738421 -1.434744 -3.947283 0.00 0.00 -0.01
H 8.039064 -1.661787 -5.715025 -0.01 -0.02 -0.01
H 9.506917 -0.191271 -7.050242 0.02 0.00 0.00
H 9.185173 2.242680 -7.088543 0.01 0.00 -0.01
H 7.357657 3.308373 -5.792752 -0.01 0.01 -0.01
H 3.988695 -1.631947 -2.559220 -0.01 -0.01 -0.03
H 1.958061 -1.605181 -1.188513 -0.04 0.01 -0.07
H 1.663448 2.494318 -1.446178 -0.05 0.01 -0.04
H 3.696358 2.639665 -2.845216 -0.01 0.00 -0.03
C -3.767541 -5.941906 -3.982234 0.02 -0.02 0.02
C -3.099521 -4.836190 -3.214972 -0.05 0.00 0.04
C -2.067866 -4.100248 -3.772493 0.04 0.05 0.00
C -1.440704 -3.068702 -3.077313 0.05 -0.06 0.01
C -0.325135 -2.304683 -3.742195 -0.02 0.01 -0.03
C -1.887160 -2.777229 -1.793261 -0.06 -0.11 0.12
C -2.919443 -3.510739 -1.191076 0.02 0.00 -0.01
C -3.361565 -3.212611 0.219176 -0.02 0.03 -0.02
C -3.502910 -4.533976 -1.912570 0.00 -0.06 -0.05
C -1.316003 -1.649907 -1.024476 -0.43 -0.10 0.76
O -0.167867 -1.678805 -0.463184 0.12 -0.22 -0.49
O -1.971184 -0.561843 -0.861966 0.00 -0.31 -0.57
H -3.600873 -5.837940 -5.052571 0.00 0.00 -0.01
H -4.841366 -5.951325 -3.799556 -0.01 0.00 -0.01
H -3.375911 -6.913983 -3.677527 0.01 -0.01 0.01
H -1.737890 -4.327312 -4.779821 0.00 0.00 -0.02
H 0.442302 -2.988337 -4.106707 0.00 -0.01 0.01
H 0.165048 -1.602356 -3.067943 0.01 0.01 0.00
H -0.691210 -1.749534 -4.608213 -0.02 0.00 0.01
H -3.673969 -2.172867 0.329096 0.00 0.00 0.00
H -2.544225 -3.391703 0.926611 0.00 0.02 0.01
H -4.196796 -3.850633 0.501200 0.00 -0.01 0.01
H -4.298363 -5.113046 -1.457976 -0.03 0.00 0.00
C -0.201148 1.117372 0.694903 -0.14 -0.61 0.04
Ge -0.825869 2.423559 2.069300 -0.51 0.31 -0.10
C -2.516601 2.857815 1.207145 -0.09 0.07 -0.08
C -3.456665 1.850048 0.979949 0.10 -0.04 -0.04
C -4.669442 2.133137 0.372651 -0.01 0.04 -0.01
C -4.956883 3.433481 -0.024000 -0.01 -0.03 0.00
C -4.029355 4.441836 0.184711 0.02 0.01 0.01
C -2.815680 4.154526 0.797127 -0.03 0.04 0.10
C -1.225206 1.916266 3.902831 -0.02 -0.21 0.15
C -0.232930 1.777079 4.877178 0.02 -0.01 -0.03
C -0.565898 1.573287 6.208207 -0.01 0.00 0.00
C -1.900182 1.530838 6.594152 0.03 0.00 0.02
C -2.895370 1.710467 5.646900 -0.02 -0.02 -0.04
C -2.561712 1.897451 4.309799 0.07 -0.04 0.02
C 0.414458 3.895223 2.067942 0.21 0.04 -0.04
C 1.631945 3.864615 1.389672 -0.01 -0.01 -0.03
C 2.484246 4.960169 1.415228 -0.02 0.00 0.01
C 2.117128 6.100903 2.113974 0.02 0.01 -0.01
C 0.910163 6.141010 2.798553 -0.03 0.01 0.02
C 0.065016 5.040661 2.786233 0.10 0.00 -0.03
H -3.233599 0.825392 1.261774 0.00 -0.01 0.01
H -5.393098 1.345569 0.208434 0.01 -0.02 -0.01
H -5.905805 3.658823 -0.491758 -0.01 0.00 -0.01
H -4.252008 5.454274 -0.125652 0.00 0.02 0.01
H -2.104040 4.956228 0.962606 0.02 0.01 -0.01
H 0.812478 1.862223 4.613463 0.02 -0.01 -0.04
H 0.216334 1.479668 6.949689 0.02 -0.01 0.01
H -2.158560 1.385511 7.634774 -0.01 0.02 0.02
H -3.935384 1.720960 5.946649 -0.01 0.00 0.00
H -3.354671 2.060886 3.593020 -0.02 -0.02 -0.05
H 1.928524 2.974637 0.843103 -0.01 -0.02 0.01
H 3.434378 4.923013 0.898799 0.00 0.00 -0.02
H 2.775747 6.958546 2.131030 0.01 0.01 0.01
H 0.630080 7.030065 3.347446 0.00 0.00 0.01
H -0.863650 5.078559 3.345050 -0.03 0.00 0.00
```
Positions in Å, forces in eV/Å.

The total charge is +2. The LUMO energy is -4.75 eV. For the energy above the lowest of the compared OMol25 structures with the same formula, charge and spin, the calculation gives 27.8 kJ/mol.

Mulliken atomic charge list, values in e, 8 entries:
1. Mn 0.372
2. Cl -0.261
3. Si 0.554
4. Cl -0.215
5. Cl -0.036
6. C -0.493
7. C -1.525
8. C 0.226

Entry 2:
Here is a structure of composition C51H52CrN2OP2SSe from the OMol25 dataset. Energies are from the ωB97M-V functional and the def2-TZVPD basis.

Geometry as XYZ:
```
111
Properties=species:S:1:pos:R:3:forces:R:3
Cr -0.564201 -0.384281 0.038886 -1.52 -0.15 -0.08
O 2.576953 -1.305690 0.078093 0.28 -0.28 0.02
S 1.709856 -0.127675 0.038517 0.25 0.41 -0.31
C 2.269928 0.931610 1.405610 -0.34 -0.04 0.03
C 3.605477 1.246105 1.590701 0.11 -0.06 -0.08
C 3.983684 2.008529 2.685678 0.01 -0.03 -0.10
C 3.031548 2.434670 3.600461 -0.06 0.06 0.07
C 1.702378 2.073869 3.442406 0.01 -0.04 -0.02
C 1.319063 1.308301 2.348220 0.00 0.11 -0.07
P -0.360406 0.652934 2.123753 0.65 -0.07 0.77
C -1.397434 1.598067 3.274777 -0.21 0.07 -0.39
C -2.087689 2.701065 2.771214 0.09 -0.02 0.01
C -2.898409 3.453929 3.605807 -0.04 0.07 -0.03
C -3.024066 3.107055 4.943535 0.01 -0.02 0.02
C -2.350858 2.000659 5.443574 -0.02 0.01 0.04
C -1.541184 1.241713 4.612488 0.07 0.00 -0.05
C -0.189971 -0.990997 2.923074 -0.30 -0.02 -0.10
C -1.312797 -1.824374 2.893616 0.03 0.06 0.11
C -1.256724 -3.093677 3.446989 -0.02 -0.04 -0.02
C -0.082467 -3.546956 4.028808 -0.05 0.00 -0.02
C 1.032157 -2.721293 4.069303 0.04 -0.01 -0.01
C 0.984199 -1.450242 3.518732 0.06 0.04 -0.06
C 2.207065 0.868598 -1.392111 -0.35 -0.03 0.08
C 3.536643 1.148199 -1.665530 0.18 -0.06 0.06
C 3.858139 1.939348 -2.755163 0.02 -0.02 0.08
C 2.853499 2.459255 -3.561250 -0.12 0.03 -0.03
C 1.531376 2.130084 -3.317313 0.12 0.01 0.05
C 1.201402 1.305272 -2.243347 -0.07 0.10 -0.14
P -0.458463 0.572720 -2.051041 0.67 0.26 -0.42
C -0.656112 -0.294672 -3.655317 -0.24 -0.09 0.20
C -0.977350 0.414762 -4.815239 0.02 -0.02 0.02
C -1.146401 -0.251679 -6.016733 0.02 0.08 -0.02
C -0.989209 -1.629614 -6.077537 0.01 -0.04 -0.02
C -0.659238 -2.337897 -4.933961 0.04 -0.02 -0.05
C -0.495804 -1.676114 -3.724850 0.03 0.11 0.01
C -1.632141 1.959242 -2.210349 -0.14 -0.07 0.21
C -1.317629 3.227246 -1.730325 0.02 -0.08 -0.09
C -2.265978 4.239472 -1.732600 -0.05 0.05 0.05
C -3.549038 3.986839 -2.195518 0.02 0.02 -0.02
C -3.878422 2.721006 -2.663862 -0.06 -0.03 -0.02
C -2.928689 1.711294 -2.671889 0.07 0.04 0.04
H 4.350564 0.890206 0.894600 0.01 0.01 0.10
H 5.025275 2.268052 2.819137 0.00 0.00 0.02
H 3.326788 3.034394 4.451631 0.01 0.00 -0.01
H 0.958911 2.383898 4.165470 0.03 0.01 0.03
H -1.973006 2.974162 1.725178 -0.02 0.03 0.01
H -3.437439 4.307607 3.215082 0.03 0.01 -0.01
H -3.648911 3.700520 5.597858 -0.02 -0.03 0.00
H -2.464560 1.722492 6.483072 0.02 0.01 0.00
H -1.017310 0.375960 4.997595 -0.03 -0.01 0.03
H -2.242264 -1.450262 2.484004 -0.03 -0.01 -0.04
H -2.135235 -3.726118 3.427696 0.01 0.00 0.00
H -0.037554 -4.541326 4.453850 0.01 0.01 0.02
H 1.946317 -3.068841 4.532317 0.00 0.01 -0.01
H 1.862072 -0.819684 3.564365 0.02 -0.01 -0.03
H 4.320839 0.732217 -1.049324 -0.02 -0.02 -0.09
H 4.895472 2.152480 -2.975999 0.00 0.01 0.02
H 3.103513 3.096810 -4.399256 0.01 0.00 0.01
H 0.752029 2.507784 -3.966447 0.01 -0.03 -0.04
H -1.112155 1.487898 -4.782604 -0.05 0.01 -0.01
H -1.407602 0.305408 -6.907076 0.02 0.00 0.00
H -1.123867 -2.146589 -7.018739 -0.01 0.00 0.01
H -0.532481 -3.411911 -4.980534 0.01 0.01 0.03
H -0.250690 -2.226704 -2.829525 0.00 -0.07 0.04
H -0.314951 3.427077 -1.372908 -0.02 0.02 -0.05
H -2.001142 5.224873 -1.367475 0.04 0.00 -0.01
H -4.286730 4.778320 -2.207577 -0.01 -0.01 0.02
H -4.874762 2.521651 -3.037128 0.00 0.01 0.00
H -3.180955 0.736308 -3.074663 -0.03 0.00 -0.02
C -0.331094 9.906648 -0.188719 0.03 -0.03 0.03
C 0.095566 8.471256 -0.091082 0.03 -0.02 -0.01
C 0.668420 7.816086 -1.174209 0.08 -0.01 -0.07
C 1.081868 6.494134 -1.100903 0.02 0.01 0.02
C 1.684249 5.848172 -2.316695 0.02 0.04 0.01
C 0.901988 5.794837 0.113495 0.10 -0.42 0.02
Se 1.445403 3.990188 0.254437 0.07 0.51 0.08
C 0.327166 6.446302 1.231516 -0.03 0.02 0.01
C 0.166446 5.762758 2.560918 -0.01 0.00 -0.04
C -0.057333 7.769495 1.102292 -0.04 -0.01 0.05
H -0.300270 10.258569 -1.218027 -0.02 0.02 0.01
H 0.326769 10.541611 0.407954 0.00 0.00 -0.01
H -1.342190 10.034902 0.198894 -0.01 0.02 -0.03
H 0.823712 8.354952 -2.102420 -0.07 0.02 0.00
H 2.083491 6.601916 -2.994711 -0.06 0.02 0.00
H 0.927852 5.272968 -2.858257 0.03 -0.04 0.00
H 2.481575 5.160863 -2.042052 0.00 -0.02 -0.04
H -0.053877 4.705165 2.431935 0.00 -0.01 0.06
H -0.629751 6.223464 3.145338 0.03 0.05 -0.01
H 1.094011 5.834537 3.134253 -0.01 -0.04 0.02
H -0.481285 8.278618 1.961446 -0.03 -0.02 -0.01
N -3.490558 -0.047600 1.102600 -0.25 -0.09 0.10
N -2.777757 -0.510077 -0.053675 0.29 0.19 0.24
H -4.475461 -0.287778 1.043804 -0.03 0.05 -0.11
H -3.421628 0.960689 1.146052 0.11 0.06 0.01
H -3.177737 -0.140259 -0.912734 -0.01 0.01 -0.05
H -2.876670 -1.520137 -0.095136 0.16 -0.09 0.02
C 0.296372 -5.376396 -1.766285 0.01 0.00 0.03
C -0.022841 -4.847150 -0.361516 -0.05 0.00 0.03
C -1.267601 -5.544046 0.207207 0.08 -0.03 -0.03
C 1.179513 -5.054987 0.569855 0.04 0.05 -0.01
C -0.283061 -3.406141 -0.448689 -0.18 -0.02 -0.10
C -0.506221 -2.212072 -0.563245 0.50 -0.33 0.02
H 0.536726 -6.440196 -1.722313 -0.02 -0.01 0.00
H 1.150312 -4.844157 -2.186947 0.01 -0.02 -0.01
H -0.559293 -5.242961 -2.430780 0.01 0.00 -0.01
H -1.090256 -6.615805 0.316291 0.01 0.00 -0.01
H -2.121952 -5.399806 -0.455726 -0.01 -0.01 0.01
H -1.513205 -5.128517 1.185209 -0.01 -0.03 0.01
H 1.421390 -6.117130 0.640026 -0.03 -0.01 -0.01
H 0.957319 -4.676255 1.568332 0.01 -0.01 0.00
H 2.049904 -4.517399 0.192399 0.01 -0.01 0.01
```
Positions in Å, forces in eV/Å.

The total charge is +1. The LUMO energy (alpha / beta) is -2.64 / -4.02 eV. Its spin multiplicity is 2.

Mulliken atomic charge list, values in e, 8 entries:
1. Cr -0.552
2. O -0.944
3. S 2.325
4. C 0.418
5. C -0.879
6. C -1.021
7. C -0.958
8. C -1.188

Number 1: energy -7749.5227 a.u.. Number 2: energy -6685.8288 a.u..